97
Properties=species:S:1:pos:R:3 method="wB97M-V/def2-TZVPD" spin_multiplicity=3 homo_energy_ev="-3.6 / -2.7" charge=-1 orbital_gap_ev="6.244 / 5.352"
V 0.578 1.369 0.766
C 4.868 2.028 -0.588
C 3.652 2.574 0.107
C 3.203 2.028 1.267
C 1.970 2.449 1.910
C 1.843 2.360 3.427
C 1.246 3.492 1.190
C 1.860 4.216 0.114
C 1.225 5.496 -0.360
C 3.004 3.749 -0.441
H 5.658 2.783 -0.653
H 4.615 1.724 -1.610
H 5.267 1.156 -0.064
H 3.786 1.242 1.744
H 0.825 2.131 3.750
H 2.128 3.311 3.895
H 2.503 1.587 3.832
H 0.396 3.950 1.692
H 0.159 5.515 -0.125
H 1.341 5.616 -1.441
H 1.691 6.357 0.126
H 3.444 4.252 -1.301
C -3.460 -3.182 -0.867
C -2.172 -2.685 -1.476
C -1.782 -3.455 -2.724
O -1.149 -2.780 -0.500
C -0.285 -1.666 -0.722
C -1.266 -0.544 -1.151
O -2.280 -1.307 -1.806
C -1.875 0.492 -0.134
O -1.040 0.645 0.995
C -1.849 1.907 -0.847
C -2.505 2.902 0.067
C -3.383 3.841 -0.364
C -3.789 3.903 -1.726
C -3.301 2.930 -2.630
C -2.435 1.961 -2.222
C -3.276 0.094 0.344
C -4.403 0.132 -0.480
C -5.650 -0.235 0.004
C -5.802 -0.660 1.320
C -4.690 -0.697 2.150
C -3.441 -0.314 1.665
C 0.798 -1.434 0.354
O 1.344 -0.181 0.019
C 0.374 -1.541 1.845
C 1.206 -0.933 2.784
C 0.952 -1.032 4.146
C -0.134 -1.766 4.602
C -0.954 -2.396 3.675
C -0.703 -2.291 2.312
C 1.901 -2.511 0.242
C 1.618 -3.872 0.134
C 2.649 -4.802 0.065
C 3.975 -4.389 0.106
C 4.262 -3.034 0.218
C 3.230 -2.104 0.285
H -3.362 -4.239 -0.611
H -4.277 -3.056 -1.582
H -3.691 -2.607 0.032
H -1.690 -4.519 -2.493
H -0.828 -3.090 -3.111
H -2.544 -3.315 -3.494
H 0.310 -1.855 -1.622
H -0.756 0.028 -1.918
H -2.226 2.857 1.112
H -3.794 4.552 0.345
H -4.480 4.666 -2.060
H -3.629 2.949 -3.665
H -2.091 1.223 -2.943
H -4.305 0.450 -1.509
H -6.512 -0.194 -0.655
H -6.777 -0.948 1.695
H -4.789 -1.022 3.180
H -2.574 -0.327 2.311
H 2.073 -0.380 2.439
H 1.607 -0.536 4.852
H -0.337 -1.847 5.663
H -1.811 -2.971 4.010
H -1.367 -2.777 1.613
H 0.587 -4.205 0.105
H 2.412 -5.857 -0.020
H 4.777 -5.117 0.047
H 5.292 -2.696 0.244
H 3.446 -1.044 0.360
C 2.789 -1.941 -3.255
C 3.252 -0.609 -2.693
O 2.188 0.301 -2.503
H 3.641 -2.614 -3.403
H 2.280 -1.794 -4.211
H 2.093 -2.427 -2.563
H 3.953 -0.141 -3.389
H 3.790 -0.780 -1.756
H 1.808 0.159 -1.627
C -0.307 2.242 -0.931
H 0.125 1.783 -1.833
H -0.221 3.318 -1.086

---

107
Properties=species:S:1:pos:R:3 method="wB97M-V/def2-TZVPD" homo_energy_ev=-5.0 charge=-1 orbital_gap_ev=5.583
Tl -0.024 -0.295 -0.308
O -4.535 -2.083 6.066
N -4.281 -0.898 5.974
O -4.586 -0.080 6.822
C -3.680 -0.396 4.709
C -3.518 0.944 4.652
C -2.941 1.560 3.502
C -2.755 2.951 3.408
C -2.172 3.469 2.283
C -1.775 2.580 1.267
N -1.947 1.280 1.335
C -2.528 0.760 2.430
C -2.706 -0.682 2.500
N -2.262 -1.382 1.445
C -2.361 -2.690 1.454
C -2.951 -3.384 2.519
C -3.417 -2.690 3.605
C -3.289 -1.284 3.636
H -3.818 1.553 5.491
H -3.068 3.588 4.227
H -2.002 4.530 2.168
H -1.276 2.940 0.371
H -1.942 -3.203 0.592
H -3.031 -4.462 2.480
H -3.866 -3.212 4.431
C 5.714 6.953 -0.696
C 5.166 5.583 -0.986
C 4.442 5.330 -2.148
C 3.918 4.073 -2.406
C 4.105 3.044 -1.495
C 4.833 3.277 -0.338
C 5.358 4.537 -0.090
S 3.393 1.429 -1.794
O 3.792 1.066 -3.139
O 3.893 0.612 -0.707
N 1.845 1.623 -1.572
C 0.933 1.957 -2.532
C 1.185 2.236 -3.897
C 0.136 2.573 -4.719
C -1.165 2.620 -4.219
C -1.329 2.300 -2.887
N -0.333 1.990 -2.064
H 5.739 7.568 -1.596
H 6.728 6.897 -0.297
H 5.100 7.474 0.043
H 4.290 6.129 -2.865
H 3.364 3.893 -3.318
H 4.987 2.461 0.355
H 5.929 4.708 0.817
H 2.186 2.137 -4.287
H 0.329 2.785 -5.765
H -2.014 2.868 -4.840
H -2.324 2.275 -2.450
C 5.426 -0.610 4.336
C 4.947 -0.951 2.926
C 5.108 -2.459 2.708
C 5.842 -0.250 1.899
Sb 2.853 -0.499 2.381
C 1.726 -1.837 3.741
C 2.278 -2.123 5.131
C 1.612 -3.150 2.951
C 0.298 -1.296 3.874
C 2.497 1.560 3.155
C 3.784 2.307 3.496
C 1.562 1.669 4.358
C 1.828 2.262 1.969
H 6.386 -1.108 4.523
H 4.736 -0.933 5.116
H 5.595 0.459 4.456
H 6.170 -2.719 2.789
H 4.768 -2.772 1.717
H 4.573 -3.051 3.453
H 6.858 -0.660 1.971
H 5.920 0.822 2.085
H 5.492 -0.384 0.874
H 3.238 -2.640 5.100
H 1.580 -2.771 5.678
H 2.408 -1.212 5.720
H 2.574 -3.626 2.759
H 1.128 -2.993 1.983
H 0.997 -3.860 3.518
H 0.209 -0.547 4.660
H -0.382 -2.120 4.126
H -0.065 -0.858 2.939
H 4.205 1.978 4.446
H 3.554 3.376 3.590
H 4.550 2.212 2.727
H 1.893 1.078 5.215
H 0.543 1.374 4.107
H 1.520 2.719 4.677
H 2.420 2.216 1.054
H 1.653 3.319 2.213
H 0.861 1.810 1.732
Br -3.639 -6.226 -6.310
C -2.855 -5.052 -5.032
C -2.236 -5.588 -3.915
C -1.666 -4.725 -2.991
C -1.720 -3.349 -3.175
C -2.346 -2.838 -4.306
C -2.916 -3.685 -5.244
C -1.101 -2.409 -2.150
O -1.277 -1.179 -2.344
O -0.476 -2.927 -1.197
H -2.197 -6.660 -3.775
H -1.158 -5.102 -2.113
H -2.375 -1.764 -4.430
H -3.401 -3.292 -6.127

---

104
Properties=species:S:1:pos:R:3 method="wB97M-V/def2-TZVPD" spin_multiplicity=2 homo_energy_ev="-6.5 / -6.4" charge=0 orbital_gap_ev="6.005 / 5.899"
Ti 0.821 1.035 0.101
C 1.107 3.380 0.801
C 1.387 3.154 -0.563
C 2.628 2.460 -0.633
C 3.096 2.279 0.674
C 2.164 2.850 1.560
H 0.304 3.978 1.194
H 0.857 3.577 -1.401
H 3.159 2.223 -1.541
H 4.041 1.839 0.959
H 2.296 2.987 2.622
N 2.441 -0.495 0.003
C 1.762 -1.769 0.023
C 2.449 -2.962 -0.005
C 1.765 -4.182 0.013
C 0.394 -4.199 0.020
C -0.340 -3.000 0.019
C -1.746 -2.973 -0.010
C -2.381 -1.759 -0.006
C -1.641 -0.586 0.058
N -0.306 -0.559 0.094
C 0.356 -1.763 0.048
H 2.851 -0.336 -0.916
H 3.195 -0.504 0.680
H 3.531 -2.947 -0.037
H 2.319 -5.111 0.011
H -0.150 -5.136 0.016
H -2.302 -3.902 -0.035
H -3.461 -1.711 -0.026
H -2.124 0.379 0.075
C -4.788 1.823 -1.072
N -4.500 2.641 0.084
C -5.426 3.075 1.020
C -4.761 3.774 1.957
N -3.430 3.758 1.587
C -3.255 3.067 0.432
S -1.812 2.816 -0.378
H -5.618 2.247 -1.636
H -5.044 0.806 -0.772
H -3.898 1.794 -1.697
H -6.473 2.847 0.927
H -5.119 4.268 2.842
H -2.665 4.200 2.067
C 2.894 -0.963 5.702
Ge 3.071 -0.366 3.811
C 4.543 0.987 3.816
C 3.948 -1.943 2.944
Ge 0.944 0.406 2.683
C 0.319 1.826 3.961
C 1.038 2.228 5.087
C 0.598 3.266 5.899
C -0.585 3.925 5.605
C -1.315 3.547 4.486
C -0.856 2.522 3.669
C -0.316 -1.074 3.222
C 0.128 -2.373 3.477
C -0.756 -3.401 3.777
C -2.119 -3.148 3.842
C -2.584 -1.862 3.603
C -1.693 -0.846 3.285
H 3.877 -1.268 6.066
H 2.216 -1.816 5.763
H 2.508 -0.178 6.351
H 5.255 0.735 4.604
H 4.177 1.999 3.990
H 5.079 0.977 2.865
H 4.581 -2.425 3.691
H 4.597 -1.642 2.116
H 3.229 -2.672 2.576
H 1.966 1.727 5.333
H 1.179 3.561 6.765
H -0.935 4.730 6.239
H -2.244 4.062 4.262
H -1.410 2.261 2.771
H 1.191 -2.589 3.447
H -0.381 -4.401 3.966
H -2.812 -3.943 4.086
H -3.646 -1.653 3.661
H -2.080 0.152 3.101
C -0.440 -2.816 -7.830
C -0.752 -1.336 -7.553
C -2.273 -1.173 -7.517
C -0.205 -0.469 -8.697
C -0.098 -0.913 -6.237
C 1.283 -1.066 -6.085
C 1.958 -0.710 -4.922
C 1.203 -0.179 -3.900
O 1.588 0.277 -2.665
B 0.415 0.762 -2.007
O -0.659 0.558 -2.887
C -0.166 -0.009 -4.034
C -0.837 -0.369 -5.184
H -0.938 -3.145 -8.745
H -0.792 -3.434 -7.002
H 0.629 -2.985 -7.949
H -2.698 -1.528 -8.457
H -2.556 -0.125 -7.396
H -2.716 -1.754 -6.706
H -0.706 -0.721 -9.634
H 0.867 -0.615 -8.834
H -0.379 0.588 -8.487
H 1.867 -1.470 -6.902
H 3.027 -0.848 -4.823
H -1.907 -0.227 -5.239

---

108
Properties=species:S:1:pos:R:3 method="wB97M-V/def2-TZVPD" spin_multiplicity=7 homo_energy_ev="-1.5 / -1.5" charge=-2 orbital_gap_ev="5.089 / 5.102"
Eu 0.256 0.330 0.238
O -3.863 -1.943 1.153
C -3.968 -2.699 0.052
C -5.193 -3.333 -0.179
C -5.380 -4.109 -1.307
C -4.347 -4.277 -2.228
C -3.132 -3.662 -1.992
C -2.915 -2.874 -0.862
C -1.598 -2.209 -0.644
O -1.465 -1.467 0.388
N -0.634 -2.505 -1.501
N 0.512 -1.838 -1.147
C 1.597 -2.458 -1.363
C 2.874 -1.941 -0.847
C 4.028 -2.707 -0.963
C 5.201 -2.250 -0.390
C 5.190 -1.038 0.284
C 3.995 -0.335 0.342
N 2.870 -0.770 -0.211
H -2.960 -1.540 1.132
H -5.987 -3.175 0.541
H -6.342 -4.578 -1.478
H -4.496 -4.872 -3.121
H -2.310 -3.765 -2.689
H 1.570 -3.449 -1.814
H 3.988 -3.649 -1.496
H 6.111 -2.833 -0.465
H 6.078 -0.641 0.759
H 3.926 0.612 0.867
C 2.981 2.919 3.128
C 1.706 2.098 3.169
C 1.290 1.783 4.601
O 1.975 0.884 2.459
C 0.558 2.866 2.485
O 0.256 3.966 2.930
O 0.031 2.271 1.477
H 3.753 2.447 3.742
H 2.776 3.924 3.496
H 3.348 2.995 2.102
H 2.083 1.225 5.107
H 0.379 1.181 4.618
H 1.100 2.717 5.130
H 1.297 0.251 2.780
C 2.190 1.869 -4.948
Si 1.894 0.744 -3.448
C 3.484 -0.298 -3.428
C 0.560 -0.356 -4.180
C 1.574 1.566 -1.839
Si 1.157 3.360 -1.962
C 2.228 4.391 -3.158
C 1.413 4.315 -0.370
C -0.612 3.597 -2.522
H 2.323 1.226 -5.827
H 3.082 2.490 -4.838
H 1.340 2.532 -5.145
H 4.042 -0.105 -4.352
H 3.268 -1.370 -3.391
H 4.138 -0.058 -2.582
H 1.003 -0.915 -5.014
H -0.243 0.264 -4.592
H 0.107 -1.070 -3.492
H 2.544 1.531 -1.315
H 3.270 4.048 -3.147
H 2.218 5.439 -2.838
H 1.878 4.352 -4.192
H 2.262 3.912 0.196
H 0.541 4.279 0.279
H 1.630 5.364 -0.597
H -0.780 3.147 -3.508
H -0.870 4.661 -2.582
H -1.297 3.113 -1.816
Br -0.058 -4.702 7.100
C 0.945 -4.258 5.539
C 2.111 -4.958 5.277
C 2.839 -4.633 4.138
C 2.395 -3.636 3.280
C 1.227 -2.941 3.567
C 0.496 -3.247 4.710
C 0.768 -1.837 2.643
O 0.040 -0.930 3.120
O 1.179 -1.872 1.466
H 2.442 -5.738 5.949
H 3.756 -5.168 3.921
H 2.935 -3.385 2.376
H -0.400 -2.683 4.933
C -4.039 2.739 3.282
C -3.152 1.676 3.398
C -2.563 1.116 2.274
C -2.817 1.612 0.988
C -3.716 2.684 0.890
C -4.318 3.233 2.011
N -2.150 1.088 -0.121
C -2.908 0.687 -1.186
C -4.300 0.429 -1.122
C -4.986 -0.111 -2.196
C -4.339 -0.429 -3.387
C -2.974 -0.173 -3.473
C -2.281 0.384 -2.412
H -4.495 3.179 4.161
H -2.914 1.270 4.376
H -1.889 0.277 2.403
H -3.922 3.093 -0.093
H -4.995 4.072 1.893
H -4.823 0.609 -0.192
H -6.045 -0.325 -2.086
H -4.876 -0.876 -4.214
H -2.437 -0.423 -4.382
H -1.221 0.595 -2.508

---

Going through the records in order, we get maximum force values of 1.81, 0.80, 5.98, 0.48 eV/A.
Going through the records in order, we get energy relative to the best compared isomer or geometry (same formula, charge and spin) values of 0.0000, 0.6751, 1.8746, 0.2286 eV.